1.
Formula: C2H6N2Si
Source: OMol25
Level of theory: ωB97M-V/def2-TZVPD

Structure (XYZ):
```
11
Properties=species:S:1:pos:R:3:lowdin_charge:R:1
Si -0.845 -0.907 0.413 0.463
N 0.219 -1.335 -0.858 -0.146
N -0.686 0.785 0.634 -0.180
C 1.067 -0.545 -1.262 -0.079
C 0.528 1.418 0.315 -0.072
H 1.762 -0.710 -2.061 0.034
H 0.724 2.338 -0.135 0.029
H -1.523 1.225 0.579 0.026
H -2.158 -1.580 0.080 -0.044
H 1.410 0.890 0.687 0.035
H -0.498 -1.580 1.610 -0.066
```

Calculated values
* net charge: 0
* relative energy (zero: lowest compared OMol25 entry of this formula, charge and spin): 56.9 kcal/mol
* highest occupied orbital energy (spin up / spin down): -7.09 / -7.29 eV
* energy: -13025.9441 eV
* E_LUMO (spin up / spin down): 0.709 / 0.840 eV


2.
Formula: C2H5NO3S
Source: OMol25
Level of theory: ωB97M-V/def2-TZVPD

Structure (XYZ):
```
12
Properties=species:S:1:pos:R:3:lowdin_charge:R:1
S 1.396 -1.408 0.032 0.906
O 2.545 -1.243 -0.900 -0.567
O -0.734 0.865 -0.739 -0.148
O -1.993 -0.998 -0.593 -0.091
N -1.363 -0.044 -1.441 -0.016
C -0.248 0.744 0.611 -0.228
C 1.206 0.322 0.660 -0.335
H 1.576 0.165 1.647 0.064
H 1.717 0.951 -0.115 0.115
H -2.759 -1.156 -1.207 0.114
H -1.000 0.139 1.042 0.100
H -0.343 1.663 1.002 0.086
```

Calculated values
* net charge: 0
* relative energy (zero: lowest compared OMol25 entry of this formula, charge and spin): 151.4 kcal/mol
* highest occupied orbital energy (spin up / spin down): -8.84 / -8.49 eV
* energy: -20616.9710 eV
* E_LUMO (spin up / spin down): 0.698 / -0.762 eV


3.
Formula: C5H7ClO2
Source: OMol25
Level of theory: ωB97M-V/def2-TZVPD

Structure (XYZ):
```
15
Properties=species:S:1:pos:R:3:lowdin_charge:R:1
Cl 2.313 3.866 0.626 0.266
O -4.207 0.684 -0.181 0.030
O 1.017 0.521 -1.274 -0.029
C -0.702 -0.631 -0.006 -0.099
C 0.646 -0.083 -0.020 -0.430
C -1.675 -1.295 0.200 0.120
C 1.596 -1.244 0.439 -0.048
C -4.824 -0.255 -0.168 -0.009
H -2.739 -1.599 0.176 0.018
H 0.771 0.592 0.748 0.100
H 2.085 3.725 -0.620 -0.255
H 2.659 -0.992 0.412 0.069
H 0.219 0.323 -1.763 0.073
H 1.380 -1.402 1.548 0.102
H 1.461 -2.210 -0.117 0.092
```

Calculated values
* net charge: 0
* relative energy (zero: lowest compared OMol25 entry of this formula, charge and spin): 63.9 kcal/mol
* highest occupied orbital energy: -10.21 eV
* energy: -21912.9512 eV
* E_LUMO: 0.663 eV


4.
Formula: C5H7N
Source: OMol25
Level of theory: ωB97M-V/def2-TZVPD

Structure (XYZ):
```
13
Properties=species:S:1:pos:R:3:lowdin_charge:R:1
N 2.191 0.212 -1.571 0.085
C 1.113 -0.302 -2.013 -0.271
C 0.038 -0.789 -1.127 -0.104
C -0.107 -0.474 0.140 -0.035
C -1.318 0.790 1.920 -0.100
C -0.327 -0.220 1.400 -0.148
H 2.797 0.464 -2.354 0.042
H 0.912 -0.452 -3.084 0.102
H 0.211 -0.822 2.132 0.110
H -2.244 0.278 2.206 0.075
H -0.934 1.299 2.809 0.069
H -0.674 -1.489 -1.565 0.099
H -1.564 1.542 1.166 0.076
```

Calculated values
* SMILES: [H]/N=C/C=C=CC
* net charge: 0
* relative energy (zero: lowest compared OMol25 entry of this formula, charge and spin): 49.2 kcal/mol
* highest occupied orbital energy: -9.43 eV
* energy: -6786.3786 eV
* E_LUMO: 0.770 eV


5.
Formula: C3H8N4O
Source: OMol25
Level of theory: ωB97M-V/def2-TZVPD

Structure (XYZ):
```
16
Properties=species:S:1:pos:R:3:lowdin_charge:R:1
O 0.541 2.311 0.099 -0.162
N 0.977 -0.004 -0.252 -0.152
N -0.566 1.544 -0.070 -0.132
N -2.832 -0.500 0.243 -0.100
N -1.351 -0.737 0.262 -0.111
C -0.505 0.159 0.049 -0.460
C 1.744 -0.557 0.889 -0.144
C 1.483 -1.467 -0.428 -0.102
H 1.234 -0.816 1.924 0.138
H 1.154 2.290 -1.032 0.285
H 0.497 -2.209 -0.690 0.144
H 2.442 -1.296 -1.262 0.142
H -2.775 0.807 -0.440 0.174
H 2.648 0.079 0.863 0.091
H -1.421 2.093 0.445 0.188
H -3.270 -1.696 -0.600 0.200
```

Calculated values
* net charge: 0
* relative energy (zero: lowest compared OMol25 entry of this formula, charge and spin): 311.1 kcal/mol
* highest occupied orbital energy: -8.47 eV
* energy: -11236.1343 eV
* E_LUMO: -0.153 eV


6.
Formula: CHNO3
Source: OMol25
Level of theory: ωB97M-V/def2-TZVPD

Structure (XYZ):
```
6
Properties=species:S:1:pos:R:3:lowdin_charge:R:1
O 0.139 1.023 -0.916 0.144
O -0.260 1.230 0.614 0.034
O 0.233 -1.270 -1.333 0.166
N -0.130 -0.153 0.678 0.090
C 0.153 -0.329 -0.640 -0.582
H -0.135 -0.501 1.598 0.148
```

Calculated values
* SMILES: O=c1[nH]oo1
* net charge: 0
* relative energy (zero: lowest compared OMol25 entry of this formula, charge and spin): 70.7 kcal/mol
* highest occupied orbital energy: -10.27 eV
* energy: -8680.6182 eV
* E_LUMO: -0.865 eV


7.
Formula: CHF3N2O
Source: OMol25
Level of theory: ωB97M-V/def2-TZVPD

Structure (XYZ):
```
8
Properties=species:S:1:pos:R:3:lowdin_charge:R:1
F 1.612 -0.206 0.911 0.059
F -2.531 -1.150 1.332 -0.089
F -2.553 -0.473 -1.247 0.000
O 1.530 0.941 -0.954 0.117
N -1.730 0.163 -0.367 0.021
N -1.754 -0.033 0.784 0.086
C 2.183 0.396 -0.150 -0.326
H 3.244 0.362 -0.309 0.132
```

Calculated values
* SMILES: F/N=N\F.O=CF
* net charge: 0
* relative energy (zero: lowest compared OMol25 entry of this formula, charge and spin): 67.7 kcal/mol
* highest occupied orbital energy: -11.93 eV
* energy: -14228.2633 eV
* E_LUMO: -0.144 eV


8.
Formula: C10H13N
Source: OMol25
Level of theory: ωB97M-V/def2-TZVPD

Structure (XYZ):
```
24
Properties=species:S:1:pos:R:3:lowdin_charge:R:1
N -2.384 1.156 0.784 -0.052
C 0.949 -1.037 -0.228 -0.322
C -0.168 0.738 -1.309 -0.113
C 2.069 1.163 -0.055 -0.104
C -1.254 -0.260 -0.873 -0.345
C 0.997 0.404 -0.435 -0.245
C -0.579 -1.276 0.078 -0.099
C 1.812 -1.493 0.899 -0.051
C -2.519 0.387 -0.398 -0.234
C -1.465 1.329 1.572 0.055
C 3.005 1.881 0.296 0.138
H 3.928 2.363 0.165 0.011
H -0.811 -2.270 -0.042 0.086
H -1.575 -0.965 -1.688 0.147
H 0.050 0.743 -2.450 0.141
H 1.132 -1.456 -1.222 0.161
H 2.844 -1.357 0.786 0.068
H 1.644 -2.522 1.033 0.071
H -1.475 1.679 2.581 0.038
H -0.670 1.888 -1.084 0.174
H -3.314 -0.331 -0.002 0.147
H 1.487 -0.975 1.741 0.075
H -2.809 1.210 -1.215 0.161
H -0.896 -1.001 1.065 0.093
```

Calculated values
* net charge: 0
* relative energy (zero: lowest compared OMol25 entry of this formula, charge and spin): 162.7 kcal/mol
* highest occupied orbital energy (spin up / spin down): -7.16 / -7.40 eV
* energy: -12064.0146 eV
* E_LUMO (spin up / spin down): -0.244 / 0.629 eV


Question: The lowest relative energy (zero: lowest compared OMol25 entry of this formula, charge and spin) belongs to which entry?
Answer: C5H7N


Question: What is the formula in the seventh record?
Answer: CHF3N2O


Question: What is the formula in the second record?
Answer: C2H5NO3S


Question: Which of these has the lowest energy?
Answer: C5H7ClO2